A 8-piece molecular cluster, C3H20O8 overall. Source: the OMol25 dataset; level of theory: wB97M-V/def2-TZVPD.

The geometry in XYZ format:
```
31
Properties=species:S:1:pos:R:3:forces:R:3
C -0.499 -0.033 -0.713 -0.21 0.45 -0.12
O -1.156 1.218 -0.343 0.64 -0.20 -0.34
C 0.809 0.315 -1.362 -0.30 0.09 0.24
C 1.460 -0.501 -2.169 0.44 0.03 -0.37
H -1.148 -0.582 -1.397 0.07 -0.08 0.02
H -0.328 -0.619 0.186 0.01 -0.10 0.24
H -2.038 1.021 -0.036 -0.46 -0.20 0.17
H 1.199 1.291 -1.097 0.14 0.02 0.03
H 2.423 -0.242 -2.614 -0.28 0.00 0.20
H 1.048 -1.459 -2.447 -0.09 -0.15 -0.04
H 2.505 -0.118 1.756 -0.04 0.13 -0.01
H 3.239 1.221 1.540 0.00 0.09 0.05
O 2.483 0.838 1.992 0.13 -0.27 -0.08
H -0.994 2.519 -3.382 -0.59 -0.26 0.33
H -1.484 2.005 -2.000 -0.05 0.11 -0.15
O -1.781 2.177 -2.916 0.66 0.25 -0.18
H -2.300 0.463 -3.303 -0.10 -0.32 -0.10
H -3.259 -0.566 -3.936 -0.14 -0.02 -0.09
O -2.523 -0.493 -3.328 0.23 0.32 0.18
H -0.481 -1.764 2.669 -0.02 0.09 0.07
H -0.512 -3.129 1.926 0.06 0.08 0.18
O 0.081 -2.515 2.375 -0.04 -0.31 -0.37
H 1.585 -2.170 1.404 -0.30 -0.05 0.43
H 2.422 -1.810 0.169 0.05 0.08 -0.16
O 2.436 -1.791 1.129 0.26 0.07 -0.16
H -1.343 -0.267 4.114 -0.06 0.00 0.45
H -0.910 0.425 2.821 0.28 0.42 -0.05
O -1.359 -0.373 3.167 -0.35 -0.55 -0.22
H -0.367 1.739 1.338 -0.07 0.16 -0.05
H 0.867 1.472 2.199 0.17 0.05 0.09
O -0.074 1.727 2.262 -0.03 0.08 -0.18
```
Positions in Å, forces in eV/Å.

HOMO-LUMO gap: 10.871 eV
F_max: 0.0147 Eh/bohr
HOMO level: -10.4 eV
Energy relative to the best compared isomer or geometry (same formula, charge and spin): 0.0000 eV
Spin multiplicity: 1